23
Properties=species:S:1:pos:R:3:forces:R:3:mulliken_charge:R:1 method="wB97M-V/def2-TZVPD" largest_force_ev_per_a=3.50 lumo_energy_ev=0.587 total_energy_ha=-588.0720 orbital_gap_ev=9.356
C -2.35497 -0.79078 -1.01465 -0.55 -0.34 1.68 -0.97
C -2.48395 -1.21123 0.49868 -0.13 0.47 0.49 -0.28
O -1.22724 -1.66029 1.10675 0.37 1.68 0.88 -0.41
C -0.47965 -0.69771 1.87673 0.68 -0.93 -3.30 -0.68
N 0.44669 0.08079 0.96466 -0.15 -0.03 -0.44 0.16
C 1.71225 -0.31880 0.77443 0.41 -0.60 1.09 0.11
C 2.55119 0.31304 -0.11401 1.97 -2.22 1.23 -0.64
C 2.02926 1.25466 -0.97569 -0.56 1.93 -0.46 0.70
N 2.77778 1.86980 -1.99557 -3.13 0.27 1.05 -0.48
N 0.80593 1.71838 -0.76040 0.86 -0.17 -1.42 -0.61
C -0.00461 1.16347 0.14433 -2.75 0.68 1.70 0.38
O -1.16193 1.57069 0.36212 1.50 -0.46 -0.16 -0.66
H -3.32045 -0.85294 -1.53479 0.16 -0.05 0.31 0.37
H -2.01841 0.23170 -1.01782 0.11 0.21 -0.37 0.22
H -1.65466 -1.44529 -1.51324 0.23 -0.19 -0.11 0.27
H -2.94995 -0.42725 1.17047 0.70 -0.45 -1.04 0.26
H -3.10810 -2.08097 0.66177 -0.22 -0.28 -0.48 0.40
H -0.99714 -0.04410 2.50513 -1.54 1.28 0.28 0.42
H 0.15487 -1.23033 2.54045 0.74 -0.87 0.28 0.40
H 1.96976 -1.16594 1.47331 0.33 1.05 -1.10 0.26
H 3.63234 0.06315 -0.11704 -0.97 -0.05 -0.15 0.27
H 3.56815 1.41146 -2.34585 1.02 -0.78 -0.46 0.24
H 2.11286 2.24851 -2.68974 0.94 -0.12 0.49 0.29